Formula: C17H19NO2
Source: the Open Molecules 2025 dataset
Level of theory: ωB97M-V/def2-TZVPD

Element x y z (Å)
H  -4.226  1.371  -2.525
C  2.872  -0.201  1.002
C  -1.496  0.757  1.154
C  0.573  1.467  -0.031
C  -3.480  -0.751  0.600
H  4.626  -1.773  -0.521
H  1.775  1.279  -1.791
H  -2.353  1.968  -1.046
C  -1.413  0.112  2.532
H  4.095  0.741  -1.947
N  -0.280  0.469  0.391
H  5.112  0.507  -0.528
H  2.364  -2.286  0.350
H  -2.327  0.310  3.086
C  -2.689  0.351  0.315
H  -3.276  -1.362  1.464
H  2.056  -0.025  1.701
H  -1.269  -0.961  2.445
H  -0.574  0.533  3.084
O  -0.507  -1.809  0.244
C  -2.968  1.108  -0.819
C  1.383  -0.675  -0.794
H  -1.501  1.850  1.265
H  3.786  -0.393  1.560
C  -4.536  -1.084  -0.231
C  1.703  0.823  -0.803
C  4.124  0.314  -0.946
C  3.802  -1.196  -0.941
H  3.599  -1.581  -1.939
H  1.255  -1.131  -1.777
O  0.420  2.637  0.205
H  -5.633  -0.591  -2.002
H  3.255  1.904  0.333
C  2.572  -1.288  -0.031
H  -5.145  -1.946  0.000
C  0.091  -0.798  -0.011
C  -4.021  0.773  -1.649
C  -4.810  -0.326  -1.355
C  3.038  0.906  -0.040

Computed properties:
* HOMO-LUMO gap: 0.366 Ha
* SMILES string: C[C@H](c1ccccc1)N1C(=O)[C@@H]2[C@H]3CC[C@H](C3)[C@@H]2C1=O
* ΔE to the lowest compared entry with this formula, charge and spin: 0.00 kcal/mol
* 2S+1: 1
* max |F|: 0.51 eV Å⁻¹

***

Formula: C17H19NO7
Source: the Open Molecules 2025 dataset
Level of theory: ωB97M-V/def2-TZVPD

Element x y z (Å)
C  -3.778  0.860  -0.181
C  -1.715  -0.004  -0.010
C  4.883  2.727  3.747
H  -2.865  -2.429  -1.199
O  1.545  3.988  1.737
C  3.669  1.160  1.795
H  3.136  -2.008  0.111
H  3.191  0.559  1.037
C  5.401  1.478  3.430
H  3.345  4.167  3.334
C  -1.869  -0.121  -3.251
N  1.956  2.887  1.444
O  2.261  -1.658  0.344
H  -4.624  -3.109  -3.390
C  1.434  -2.100  -0.630
H  0.001  0.076  -1.207
H  0.327  0.066  0.481
C  -2.964  -0.499  -2.242
O  1.847  -2.553  -1.670
O  1.442  2.152  0.623
H  -5.265  -1.703  -2.592
O  -4.438  1.704  -0.686
O  -3.596  0.704  1.180
H  -0.583  -2.410  -1.079
H  -0.231  -2.315  0.686
C  -0.017  -1.911  -0.302
H  -4.975  -3.145  -1.658
O  -1.746  0.281  2.394
H  -2.315  -0.166  -4.244
H  -2.494  -2.516  -2.934
C  -0.302  -0.401  -0.276
H  -1.555  0.912  -3.109
C  -2.246  0.384  1.324
C  4.797  0.698  2.453
C  3.166  2.402  2.130
H  -1.031  -0.812  -3.243
C  -4.575  -2.537  -2.466
H  5.355  3.333  4.507
H  5.203  -0.274  2.206
H  -3.923  -0.131  -2.595
C  3.756  3.198  3.094
H  6.278  1.112  3.947
C  -2.752  0.008  -0.858
C  -3.131  -2.056  -2.183

Computed properties:
* HOMO-LUMO gap: 0.356 Ha
* SMILES string: CC[C@H](C)C1=C(CCC(=O)O)C(=O)OC1=O.O=[N+]([O-])c1ccccc1
* ΔE to the lowest compared entry with this formula, charge and spin: 65.13 kcal/mol
* 2S+1: 1
* max |F|: 1.01 eV Å⁻¹

***

Formula: C17H20AgN7OS
Source: the Open Molecules 2025 dataset
Level of theory: ωB97M-V/def2-TZVPD

Element x y z (Å)
C  4.421  -0.170  -3.526
H  2.220  -2.603  -3.556
H  -2.836  -1.213  3.341
C  -3.710  0.177  -1.964
C  -4.934  -1.720  -1.247
C  -2.788  -0.123  3.302
H  -2.259  0.166  5.358
N  -2.529  -0.461  -1.749
H  -5.867  -2.232  -1.051
H  2.843  1.824  -1.213
C  -0.475  -0.168  4.319
C  -2.487  -1.747  -1.266
C  5.555  0.573  -3.827
H  4.860  3.191  -1.740
C  4.723  2.239  -2.243
C  3.420  0.243  -2.608
N  3.992  -1.392  -3.972
H  6.544  2.454  -3.336
C  -1.823  1.974  4.298
C  2.793  -1.721  -3.344
N  2.449  -0.699  -2.530
N  0.907  0.132  1.033
H  -2.820  2.389  4.453
H  -5.829  0.145  -1.932
H  -1.474  2.308  3.320
C  5.681  1.827  -3.144
N  0.221  0.113  3.065
S  -1.006  -2.558  -0.998
H  -0.338  -1.451  1.687
H  -3.566  1.179  -2.338
H  0.171  0.205  5.111
O  -1.450  0.208  -2.020
H  6.295  0.229  -4.538
H  -0.532  -1.254  4.407
N  1.384  1.220  1.695
H  -3.802  0.260  3.419
C  0.194  -0.536  1.901
C  -4.923  -0.410  -1.734
H  -1.155  2.403  5.047
Ag  0.690  -0.634  -1.222
C  3.570  1.481  -1.938
C  -3.741  -2.351  -1.021
N  0.973  1.213  2.909
H  -2.455  0.162  2.301
H  -3.705  -3.363  -0.640
C  -1.869  0.453  4.374
H  4.470  -1.961  -4.644

Computed properties:
* HOMO-LUMO gap (alpha / beta): 0.087 / 0.224 Ha
* expectation value of S²: 0.780
* 2S+1: 2
* max |F|: 0.52 eV Å⁻¹
* total charge: -1

***

Formula: C17H20ClN2O5SSe4Sr
Source: the Open Molecules 2025 dataset
Level of theory: ωB97M-V/def2-TZVPD

Element x y z (Å)
C  1.878  4.795  -0.068
Se  -4.917  2.683  1.190
Sr  -2.171  1.698  -1.088
C  4.440  1.265  -0.844
C  4.424  -1.080  -0.275
H  1.408  -5.072  2.262
H  -0.532  -3.575  -0.578
Cl  4.624  4.360  -0.306
C  -4.982  -3.580  -0.110
C  -2.863  -2.302  -0.456
O  -0.989  -0.419  -0.581
Se  -4.601  3.660  -0.936
H  -5.549  -2.679  -0.347
H  -3.776  -2.694  1.446
C  3.201  1.420  -0.238
H  -4.857  -4.145  -1.035
C  1.943  6.285  -0.059
C  2.973  3.958  -0.200
H  -3.491  -1.458  -0.763
N  2.531  2.673  -0.179
H  -5.567  -4.188  0.581
C  3.175  -0.917  0.311
C  -0.698  4.120  0.207
C  2.556  0.320  0.329
C  0.167  -3.469  1.485
Se  -5.735  2.257  -2.406
H  -2.517  -2.822  -1.353
H  -0.744  -3.789  1.997
H  6.008  -0.093  -1.335
C  -0.194  -2.833  0.149
N  1.197  2.643  -0.006
H  0.655  -2.301  -0.289
H  0.623  -2.711  2.126
C  1.112  -4.649  1.302
H  2.682  -1.764  0.776
O  -1.130  5.257  -0.059
H  2.020  -4.346  0.776
Se  -4.513  0.218  -2.337
C  5.043  0.015  -0.857
O  3.005  6.866  -0.039
H  0.641  -5.442  0.717
H  4.903  -2.050  -0.281
H  4.934  2.095  -1.326
H  -0.005  6.283  -0.104
O  0.790  6.926  -0.087
C  -3.632  -3.212  0.494
H  1.582  0.452  0.774
H  -3.053  -4.117  0.709
C  0.792  3.888  0.061
S  -1.449  -1.532  0.338
O  -1.344  3.100  0.514

Computed properties:
* HOMO-LUMO gap: 0.200 Ha
* ΔE to the lowest compared entry with this formula, charge and spin: 45.85 kcal/mol
* 2S+1: 1
* max |F|: 1.04 eV Å⁻¹
* total charge: -1

***

Question: The highest max |F| belongs to which entry?
Answer: C17H20ClN2O5SSe4Sr

***

Question: Number 2 is which compound?
Answer: C17H19NO7

***

Question: Look up the max |F| of the second one.
Answer: 1.01 eV Å⁻¹

***

Question: Which of these has the highest max |F|?
Answer: C17H20ClN2O5SSe4Sr